Record 1
This record from OMol25 describes C17H28BeNO4PS2 as an isolated structure at a distorted geometry. The level of theory is the ωB97M-V functional and the def2-TZVPD basis.

Calculated values
- frontier orbital gap (eV) = 6.748
- 2S+1 = 1
- total charge = 0

Structure (XYZ):
```
54
C17H28BeNO4PS2 | OMol25 | the ωB97M-V functional and the def2-TZVPD basis
Be -0.10194 0.96197 0.72692
N 0.67346 4.17778 -0.86788
C 0.19947 3.18154 -0.11085
O 0.26627 2.00880 -0.51652
C -0.37327 3.46969 1.24797
C -1.00889 2.16990 1.77369
H 1.04548 3.95833 -1.77751
H 0.61748 5.13560 -0.57767
H -1.05881 4.32216 1.18985
H 0.47196 3.77155 1.87704
H -2.08496 2.19765 1.58223
H -0.89351 2.11461 2.85963
C -4.06145 -0.81870 -3.60083
C -4.21064 -0.67731 -2.09301
C -4.82159 -1.90767 -1.43853
O -2.97688 -0.32809 -1.42559
P -1.49459 -0.88942 -1.63575
S -0.55141 0.05124 -3.07041
S -0.80330 -0.94377 0.29091
O -1.81353 -2.43205 -1.98521
C -0.94163 -3.50460 -2.44497
C -1.17988 -3.69609 -3.93443
C 0.54421 -3.36133 -2.14008
H -5.04693 -0.86583 -4.06653
H -3.51152 -1.72439 -3.84797
H -3.51791 0.03495 -4.00407
H -4.84821 0.18483 -1.88644
H -4.19977 -2.77978 -1.63142
H -5.82370 -2.08150 -1.83349
H -4.88293 -1.76104 -0.35991
H -1.32106 -4.37947 -1.90994
H -0.83208 -2.81901 -4.48109
H -2.24079 -3.84573 -4.13972
H -0.63153 -4.57479 -4.27803
H 0.97584 -2.54851 -2.71849
H 1.05590 -4.29039 -2.39635
H 0.69733 -3.15228 -1.08470
C 1.47738 -0.92162 3.02633
C 1.96017 0.36035 2.42658
O 1.35534 0.90220 1.50791
C 3.18040 1.00351 2.94404
C 3.76571 0.61050 4.14740
C 4.91402 1.23529 4.60141
C 5.50183 2.24202 3.84804
C 4.92760 2.63835 2.64668
C 3.76895 2.03128 2.20206
H 0.65683 -1.31068 2.43121
H 1.11556 -0.73960 4.04107
H 2.28403 -1.65254 3.07214
H 3.31444 -0.17070 4.74520
H 5.35885 0.93971 5.54212
H 6.40791 2.72094 4.19543
H 5.38955 3.42253 2.06144
H 3.30672 2.32960 1.27005
```


Record 2
This record from OMol25 describes C17H28BiN3O4S2 as an isolated structure. The level of theory is the ωB97M-V functional and the def2-TZVPD basis.

Calculated values
- frontier orbital gap (eV) = 8.286
- 2S+1 = 1
- total charge = +2

Structure (XYZ):
```
55
C17H28BiN3O4S2 | OMol25 | the ωB97M-V functional and the def2-TZVPD basis
Bi 0.61252 0.02744 -0.12521
C 3.03982 -2.66876 0.38239
C 2.99057 -2.28792 -1.08793
O 1.69422 -1.93721 -1.57615
C 0.76995 -2.98803 -1.86062
C 0.02187 -3.54332 -0.65283
O -0.50827 -2.47865 0.13313
C -0.90731 -2.86691 1.44302
C -1.08186 -1.64895 2.34272
O 0.01020 -0.72201 2.35789
C 1.16641 -1.05973 3.13288
C 2.10853 -2.06403 2.49013
O 2.41350 -1.65291 1.16312
H 4.08867 -2.77695 0.67442
H 2.54204 -3.62648 0.55864
H 3.40363 -3.10987 -1.67783
H 3.60074 -1.39910 -1.25410
H 1.28446 -3.81956 -2.34928
H 0.05892 -2.55818 -2.56696
H 0.67550 -4.16568 -0.03599
H -0.79105 -4.17511 -1.02277
H -0.17319 -3.55915 1.86330
H -1.87023 -3.38564 1.40282
H -1.27425 -2.01638 3.35424
H -1.94337 -1.06395 2.02003
H 0.86380 -1.44059 4.11160
H 1.69198 -0.11515 3.27614
H 1.67065 -3.06617 2.47820
H 3.02101 -2.11082 3.09311
S 1.69017 1.92149 -1.54772
C 1.70532 2.70368 0.02026
C 2.38162 3.87551 0.33061
C 2.32861 4.33458 1.63497
C 1.58730 3.64213 2.59274
C 0.93849 2.48901 2.21906
N 1.01141 2.03172 0.95964
H 2.94052 4.39276 -0.43608
H 2.86514 5.23303 1.90964
H 1.52298 3.99305 3.61237
H 0.32526 1.91089 2.89885
C -4.78944 1.40762 -1.33994
N -3.60534 1.88039 -2.02963
C -3.71129 2.75588 -3.20460
C -2.25230 2.89639 -3.66856
N -1.52330 2.13491 -2.64560
C -2.34504 1.59353 -1.75827
S -1.92496 0.57637 -0.41697
H -5.49565 2.22898 -1.23135
H -4.52188 1.03921 -0.35356
H -5.27007 0.60636 -1.90350
H -4.15118 3.70879 -2.90871
H -4.35194 2.30241 -3.95963
H -1.91960 3.93191 -3.69118
H -2.08394 2.45327 -4.64869
H -0.53031 2.23589 -2.50227
```